1.
{
  "formula": "C3H12O4",
  "method": "ωB97M-V with the def2-TZVPD basis set",
  "orbital_gap_ev": [6.39, 3.25],
  "s2": 0.76,
  "charge": 1,
  "molar_mass_da": 112.12,
  "de_lowest_kj_mol": 266.5,
  "largest_force_ev_per_a": 3.32,
  "spin_multiplicity": 2,
  "homo_ev": [-13.0, -13.0],
  "elements": ["O", "C", "C", "C", "H", "H", "H", "H", "H", "H", "H", "H", "O", "H", "H", "O", "H", "H", "O"],
  "positions_angstrom": [[0.22483, 1.21829, 0.13841], [0.76847, 0.84071, -0.88997], [1.67070, -0.34059, -0.67219], [3.14135, -0.04478, -1.13278], [1.08643, 1.40107, -1.76566], [1.12803, -1.18123, -1.32282], [1.62083, -0.48413, 0.41253], [3.71656, 0.77110, -0.53475], [3.28059, 0.22081, -2.13629], [3.69608, -0.97914, -0.95397], [-1.15356, -5.58165, -2.64195], [-0.76033, -4.29756, -3.35802], [-0.53389, -4.79659, -2.54608], [-3.54042, 3.21244, 3.49644], [-4.81683, 4.02532, 4.02430], [-4.39821, 3.71085, 3.19186], [-2.09465, 0.06456, 2.09652], [-1.05625, 1.22528, 2.39378], [-1.97972, 1.01524, 2.20062]],
  "forces_ev_per_angstrom": [[0.290, -0.322, -2.811], [0.753, 1.418, 2.904], [0.288, -1.848, -0.749], [0.591, 0.501, 2.482], [-1.163, 0.657, -0.683], [1.134, 1.399, 1.440], [0.101, -0.917, -0.398], [-1.420, -1.375, -0.637], [-0.295, 0.241, -1.640], [-0.256, 0.229, -0.008], [1.213, 1.282, 0.417], [0.313, -0.291, 0.623], [-1.518, -0.937, -1.048], [-2.607, 1.432, -0.800], [0.515, -0.367, -0.789], [2.092, -1.112, 1.557], [0.270, 0.089, 0.230], [-0.350, -0.473, 0.133], [0.049, 0.394, -0.222]],
  "mulliken_charge": [-0.03, 0.20, -0.12, -1.17, 0.39, 0.31, 0.30, 0.35, 0.44, 0.32, 0.33, 0.33, -0.66, 0.31, 0.33, -0.64, 0.32, 0.31, -0.62]
}

2.
{
  "formula": "C3H12O6Si2",
  "method": "ωB97M-V with the def2-TZVPD basis set",
  "orbital_gap_ev": 10.00,
  "molar_mass_da": 200.30,
  "de_lowest_kj_mol": 0.0,
  "largest_force_ev_per_a": 5.45,
  "homo_ev": -9.9,
  "elements": ["C", "C", "C", "O", "O", "O", "O", "O", "O", "Si", "Si", "H", "H", "H", "H", "H", "H", "H", "H", "H", "H", "H", "H"],
  "positions_angstrom": [[0.02758, 1.92341, -1.69723], [1.89985, 0.46273, -2.15805], [1.13000, 1.09155, -0.96678], [1.39191, -1.32347, 0.62010], [-0.61080, 0.26937, 1.33301], [-0.68862, -0.96104, -0.85958], [-2.78430, -0.20614, 2.84454], [-0.34625, -1.55787, 3.52218], [-1.79128, -2.36424, 1.47971], [0.35435, -0.22211, 0.06839], [-1.51134, -1.18199, 2.62680], [-0.80440, 1.21499, -2.02610], [-0.46042, 2.63834, -0.94312], [0.53095, 2.29307, -2.60310], [1.15597, -0.22430, -2.60933], [2.23369, 1.07769, -2.91041], [2.94729, 0.11464, -1.87471], [1.74624, -1.21842, 1.56862], [-0.38624, 1.00768, 1.91525], [-1.05037, -1.67477, -0.46175], [-3.33516, 0.05699, 2.04585], [1.74672, 1.95467, -0.39583], [-1.39537, -3.17075, 1.48155]],
  "forces_ev_per_angstrom": [[-1.592, -0.962, 1.134], [0.846, -2.024, 2.542], [0.963, 3.176, -0.188], [1.511, -0.069, 2.690], [-0.691, 0.402, 1.199], [0.766, 2.688, -3.139], [-1.138, 0.419, -1.369], [0.113, 0.656, 0.862], [-2.687, 4.724, -0.355], [1.493, 0.516, -0.136], [0.964, -1.269, -1.453], [0.983, 0.974, 0.192], [0.773, -0.473, -1.622], [-0.757, 0.784, 0.543], [1.130, -0.356, 0.111], [-0.117, 2.432, -1.709], [-1.676, -0.904, 0.056], [-0.956, -0.425, -2.134], [0.076, -0.145, -0.097], [-2.210, -3.844, 1.822], [1.109, -0.653, 1.558], [-0.928, -2.322, -1.012], [2.026, -3.325, 0.501]],
  "mulliken_charge": [-1.27, -1.54, 0.39, -0.54, -0.32, -0.45, -0.49, -0.64, -0.54, 0.55, 0.71, 0.28, 0.28, 0.40, 0.37, 0.52, 0.28, 0.35, 0.36, 0.32, 0.35, 0.30, 0.32]
}

3.
{
  "formula": "C3H13N3",
  "method": "ωB97M-V with the def2-TZVPD basis set",
  "orbital_gap_ev": 10.02,
  "molar_mass_da": 91.16,
  "de_lowest_kj_mol": 98.7,
  "largest_force_ev_per_a": 1.58,
  "homo_ev": -9.1,
  "smiles": "CCN.NCN",
  "elements": ["C", "C", "N", "H", "H", "H", "H", "H", "H", "H", "N", "C", "N", "H", "H", "H", "H", "H", "H"],
  "positions_angstrom": [[-1.48460, -1.14874, 1.07435], [-0.67079, -0.57675, 2.23141], [-1.22580, 0.75710, 2.61953], [-0.93859, -1.61327, 0.25756], [-1.98288, -0.30109, 0.58393], [-2.36454, -1.72806, 1.34550], [0.35734, -0.37628, 1.91850], [-0.75695, -1.24637, 3.09798], [-1.06537, 1.33996, 1.80188], [-0.62754, 1.16135, 3.33156], [0.59887, 0.05047, -3.00738], [1.76317, 0.52198, -2.24759], [1.43434, 1.12578, -0.91023], [0.55148, -0.91483, -3.28136], [-0.30089, 0.40018, -2.72718], [2.15279, 1.22286, -3.00072], [2.42178, -0.29593, -1.97063], [0.42469, 1.21714, -0.86081], [1.71349, 0.40449, -0.25629]],
  "forces_ev_per_angstrom": [[-0.841, 1.151, -0.678], [-0.470, 0.530, 0.131], [0.084, -0.507, -0.305], [0.287, -0.409, 0.333], [0.219, 0.145, -0.072], [0.339, -0.465, 0.371], [0.206, -0.816, 0.141], [0.497, 0.243, -0.202], [-0.242, 0.197, 0.104], [-0.052, -0.046, 0.155], [-0.212, -0.443, -0.051], [-1.187, 0.469, -0.084], [0.289, -0.444, -1.258], [0.063, -0.149, 0.328], [-0.009, 0.028, 0.159], [0.924, 0.203, 1.194], [0.359, -0.046, -0.843], [0.095, 0.104, 0.213], [-0.347, 0.254, 0.366]],
  "mulliken_charge": [-0.96, -0.16, -0.70, 0.30, 0.26, 0.31, 0.16, 0.31, 0.24, 0.23, -0.54, -0.17, -0.61, 0.19, 0.20, 0.21, 0.26, 0.21, 0.26]
}

4.
{
  "formula": "C3H13N3",
  "method": "ωB97M-V with the def2-TZVPD basis set",
  "orbital_gap_ev": 9.77,
  "molar_mass_da": 91.16,
  "de_lowest_kj_mol": 77.6,
  "largest_force_ev_per_a": 1.88,
  "homo_ev": -8.9,
  "smiles": "CNC.NCN",
  "elements": ["C", "N", "C", "H", "H", "H", "H", "H", "H", "H", "N", "C", "N", "H", "H", "H", "H", "H", "H"],
  "positions_angstrom": [[-3.16145, -1.01498, 0.18622], [-2.41483, -0.29482, -0.84636], [-2.31727, 1.11267, -0.46648], [-4.21446, -0.99951, -0.09884], [-3.04919, -0.55510, 1.17171], [-2.90127, -2.06714, 0.29144], [-1.51938, -0.74745, -0.98575], [-1.83215, 1.22301, 0.51187], [-1.71504, 1.66984, -1.18334], [-3.32569, 1.51660, -0.45821], [3.73148, 0.17946, 1.01277], [2.43674, 0.53434, 0.38572], [1.69427, -0.54405, -0.24485], [4.51600, 0.33101, 0.39898], [3.68888, -0.80593, 1.25600], [2.67090, 1.33772, -0.32660], [1.88125, 0.91865, 1.23866], [2.12905, -0.92666, -1.07336], [0.84363, -0.06580, -0.55444]],
  "forces_ev_per_angstrom": [[-0.428, -0.047, -0.313], [0.004, -0.366, 0.278], [0.617, -0.550, -0.327], [-0.159, 0.080, 0.273], [-0.011, 0.017, 0.120], [0.303, 0.021, -0.275], [0.061, 0.373, 0.099], [-0.241, 0.222, 0.151], [-0.112, 0.005, -0.160], [-0.007, 0.225, 0.160], [-0.733, -0.517, -0.416], [1.780, 0.436, 0.415], [-0.769, 0.343, 0.325], [0.034, -0.155, -0.219], [0.222, 0.088, 0.134], [-0.209, 0.168, 0.282], [-0.685, 0.104, -0.418], [0.318, 0.194, -0.074], [0.017, -0.640, -0.037]],
  "mulliken_charge": [-0.81, -0.41, -0.86, 0.25, 0.26, 0.34, 0.29, 0.31, 0.32, 0.33, -0.61, -0.28, -0.60, 0.22, 0.24, 0.31, 0.29, 0.22, 0.19]
}

5.
{
  "formula": "C3H13N3O",
  "method": "ωB97M-V with the def2-TZVPD basis set",
  "orbital_gap_ev": 8.72,
  "molar_mass_da": 107.16,
  "de_lowest_kj_mol": 163.1,
  "largest_force_ev_per_a": 2.20,
  "homo_ev": -8.0,
  "smiles": "NCCNCN.O",
  "elements": ["N", "C", "C", "N", "C", "N", "H", "H", "H", "H", "H", "H", "H", "H", "H", "H", "H", "O", "H", "H"],
  "positions_angstrom": [[-2.57168, -0.87051, 0.52120], [-1.90224, 0.38067, 0.74322], [-0.91139, 0.73037, -0.34949], [0.19294, -0.22934, -0.39872], [1.34739, -0.14033, -1.25586], [1.40649, -1.17321, -2.30085], [-2.14453, -1.71070, 0.86043], [-3.46617, -0.95072, 0.09972], [-1.34759, 0.43870, 1.67788], [-2.63495, 1.19332, 0.72092], [-1.33428, 0.69019, -1.36400], [-0.49246, 1.74899, -0.27870], [0.30889, -0.91271, 0.33720], [2.20661, -0.28554, -0.59803], [1.54004, 0.81460, -1.74396], [1.70910, -2.04107, -1.89082], [0.49388, -1.36537, -2.69199], [2.18044, 1.15835, 2.49189], [2.25224, 2.07096, 2.20231], [1.22817, 1.12419, 2.59543]],
  "forces_ev_per_angstrom": [[0.732, -0.222, 0.787], [-0.351, 0.611, -1.253], [1.628, -0.510, -1.395], [-0.063, 0.157, 0.329], [0.117, -0.780, 0.243], [0.370, 0.129, -0.074], [-0.151, -0.012, -0.122], [-0.289, 0.189, -0.111], [-0.232, -0.280, 0.385], [-0.055, -0.103, 0.359], [-0.687, 0.152, 0.318], [-0.287, -0.011, 0.508], [-0.255, 0.463, 0.013], [0.306, -0.088, -0.278], [-0.733, 0.318, 0.211], [0.083, -0.247, 0.090], [-0.146, 0.254, 0.021], [-0.237, 0.331, -0.051], [0.584, 0.207, -0.141], [-0.337, -0.557, 0.158]],
  "mulliken_charge": [-0.39, -0.56, -0.50, -0.17, -0.67, -0.64, 0.15, 0.15, 0.25, 0.36, 0.29, 0.28, 0.23, 0.39, 0.36, 0.24, 0.25, -0.63, 0.31, 0.30]
}

6.
{
  "formula": "C3H13N4",
  "method": "ωB97M-V with the def2-TZVPD basis set",
  "orbital_gap_ev": [6.96, 8.15],
  "s2": 2.01,
  "charge": 1,
  "molar_mass_da": 105.16,
  "de_lowest_kj_mol": 297.2,
  "largest_force_ev_per_a": 5.02,
  "spin_multiplicity": 3,
  "homo_ev": [-9.7, -14.9],
  "elements": ["C", "C", "C", "N", "N", "N", "N", "H", "H", "H", "H", "H", "H", "H", "H", "H", "H", "H", "H", "H"],
  "positions_angstrom": [[-1.29417, -0.21276, -1.96180], [1.12575, -1.99140, 0.16258], [0.77834, 1.63732, 0.78073], [-0.75415, 1.75424, 1.12379], [-0.79547, -0.51868, -0.02497], [1.09255, 0.31914, 1.15397], [0.60479, -0.60407, 0.09505], [-2.35684, -0.60650, -1.97331], [-1.12871, 0.87924, -1.85791], [-0.45802, -0.92880, -2.32321], [0.89332, -2.58960, 1.04534], [0.74609, -2.56887, -0.64378], [2.16898, -1.77752, 0.04021], [0.90795, 1.80509, -0.28062], [1.39908, 2.26729, 1.40450], [-0.83859, 1.92341, 2.09802], [-1.28526, 0.26917, 0.49924], [-1.10256, -1.46204, 0.11683], [2.07190, 0.11162, 1.11489], [-0.97448, 2.63739, 0.72992]],
  "forces_ev_per_angstrom": [[-0.781, -0.496, -4.175], [0.501, 1.190, 0.090], [-2.765, 0.765, 1.152], [2.685, 0.530, -0.997], [2.964, -1.685, 3.592], [0.262, -3.459, -2.503], [-3.685, 0.700, 3.337], [1.563, 0.607, 0.043], [-0.072, -1.054, -0.375], [-1.663, 1.631, 0.424], [-0.032, 0.766, 0.499], [-0.228, -0.083, -1.128], [0.807, -0.870, 0.001], [0.028, 0.354, -0.152], [0.008, 0.485, -0.105], [0.035, -0.112, 1.254], [1.156, -0.215, -0.385], [-0.868, -0.362, -0.324], [0.950, 0.336, 0.433], [-0.865, 0.971, -0.680]],
  "mulliken_charge": [-0.82, -0.95, -0.54, -0.62, -0.42, -0.29, 0.28, 0.28, 0.28, 0.27, 0.35, 0.40, 0.39, 0.39, 0.44, 0.23, 0.44, 0.35, 0.31, 0.24]
}

7.
{
  "formula": "C3H13NO2",
  "method": "ωB97M-V with the def2-TZVPD basis set",
  "orbital_gap_ev": 9.65,
  "molar_mass_da": 95.14,
  "de_lowest_kj_mol": 115.3,
  "largest_force_ev_per_a": 1.92,
  "homo_ev": -8.8,
  "smiles": "CN(C)C.O.O",
  "elements": ["C", "N", "C", "C", "H", "H", "H", "H", "H", "H", "H", "H", "H", "O", "H", "H", "O", "H", "H"],
  "positions_angstrom": [[2.04627, 0.10451, -1.01940], [0.68632, 0.60114, -0.80452], [0.59931, 1.23775, 0.52305], [0.20849, 1.49727, -1.82970], [2.58745, -0.02647, -0.09283], [2.65060, 0.86256, -1.54821], [2.02578, -0.82447, -1.58494], [-0.47346, 1.35321, 0.67648], [1.02011, 0.61382, 1.31263], [1.16825, 2.17353, 0.64280], [-0.69556, 2.02585, -1.53897], [-0.01973, 0.92031, -2.72588], [0.98941, 2.24735, -2.04790], [-3.60924, -2.04925, 2.78656], [-2.62332, -1.95093, 2.74381], [-3.71392, -2.93172, 3.14198], [-0.73700, -2.16266, 0.67873], [-1.54971, -2.42879, 0.24821], [-0.56004, -1.26300, 0.43809]],
  "forces_ev_per_angstrom": [[-0.078, 0.716, -0.815], [0.422, -0.228, 1.857], [-0.238, -0.293, -0.361], [0.583, -0.085, -0.378], [-0.230, -0.397, 0.367], [-0.074, -0.200, -0.229], [0.182, -0.011, -0.077], [0.128, 0.527, 0.534], [-0.258, -0.424, -0.181], [-0.325, 0.252, -0.413], [-0.077, -0.122, 0.230], [0.110, 0.145, -0.170], [-0.236, 0.060, -0.228], [1.480, 0.272, -0.126], [-1.226, -0.021, -0.079], [-0.171, -0.267, 0.116], [0.054, -0.917, 0.696], [-0.151, 0.157, -0.177], [0.106, 0.834, -0.568]],
  "mulliken_charge": [-1.01, 0.02, -1.16, -0.97, 0.37, 0.32, 0.27, 0.39, 0.39, 0.41, 0.33, 0.30, 0.33, -0.66, 0.34, 0.32, -0.67, 0.32, 0.35]
}

8.
{
  "formula": "C3H13NO2S",
  "method": "ωB97M-V with the def2-TZVPD basis set",
  "orbital_gap_ev": 9.57,
  "molar_mass_da": 127.21,
  "de_lowest_kj_mol": 103.7,
  "largest_force_ev_per_a": 2.09,
  "homo_ev": -8.8,
  "smiles": "CNCCS.O.O",
  "elements": ["C", "N", "C", "C", "S", "H", "H", "H", "H", "H", "H", "H", "H", "H", "O", "H", "H", "O", "H", "H"],
  "positions_angstrom": [[-1.82925, -0.85833, 0.31127], [-0.75502, -0.45835, -0.62658], [0.56482, -0.19500, 0.07321], [1.69519, -0.10287, -0.90857], [3.11754, 0.65159, -0.05217], [-2.03311, 0.10772, 0.79799], [-1.47569, -1.57239, 1.06241], [-2.75396, -1.11762, -0.19441], [-0.51863, -0.96945, -1.46503], [0.45752, 0.70407, 0.69804], [0.78740, -1.03218, 0.79569], [1.98011, -1.08778, -1.33130], [1.38032, 0.49491, -1.75735], [3.68783, 1.26535, -1.08451], [-0.41403, -0.23078, 3.17571], [-0.49893, -0.86583, 2.45417], [-0.78744, -0.66380, 3.95351], [-0.46891, 1.89334, -2.01746], [-1.13240, 1.42786, -1.49141], [-1.00336, 2.60953, -2.39321]],
  "forces_ev_per_angstrom": [[1.107, 1.575, -0.776], [1.352, 0.399, 0.825], [-1.705, -1.014, 0.649], [0.424, -0.183, -0.710], [-0.030, -0.159, 0.175], [-0.203, -0.539, 0.470], [-0.435, -0.380, -0.217], [0.153, -0.498, -0.077], [-0.761, -0.685, 0.186], [0.125, -0.096, -0.381], [-0.163, 0.500, -0.469], [-0.177, 0.359, 0.495], [0.086, 0.393, 0.070], [0.003, 0.030, -0.275], [-0.045, -0.069, 0.164], [0.032, 0.116, 0.291], [0.078, 0.046, -0.182], [-0.762, 0.872, -0.370], [0.416, -0.675, 0.234], [0.504, 0.009, -0.102]],
  "mulliken_charge": [-0.87, -0.31, -0.72, -0.61, -0.26, 0.37, 0.26, 0.34, 0.24, 0.40, 0.44, 0.35, 0.37, 0.12, -0.61, 0.23, 0.29, -0.61, 0.29, 0.29]
}